*i*
DFT (ωB97M-V with the def2-TZVPD basis set) results for a cluster of 3 separate species, CH9NO2 in total.

Last column: Löwdin charge in e.
Atoms and positions in Å:
C: -0.1965 -0.5613 -0.8510  -0.177
N: -0.0822 -1.2904 0.4129  -0.070
H: -0.2126 0.5274 -0.7718  0.064
H: -1.0742 -0.8994 -1.4073  0.065
H: 0.6412 -0.8662 -1.4798  0.074
H: 0.8822 -1.4052 0.6391  0.057
H: -0.6387 -0.9413 1.1628  0.057
O: 0.7694 -4.1526 -0.0978  -0.091
H: 0.1427 -4.8585 -0.2988  0.028
H: 0.1401 -3.4313 0.0862  -0.007
O: -0.2378 5.9733 0.4865  -0.067
H: 0.5946 6.2731 0.8699  0.032
H: -0.7281 5.6325 1.2491  0.035

Output
Total charge: 0


*ii*
DFT (ωB97M-V with the def2-TZVPD basis set) results for a cluster of 4 separate species, CH9NO2 in total.

Last column: Löwdin charge in e.
Atoms and positions in Å:
C: 0.2343 1.5447 0.3705  -0.151
N: 0.9654 0.5425 -0.4327  -0.056
H: 0.2256 1.2350 1.4386  0.091
H: -0.8082 1.6174 0.0243  0.062
H: 0.6862 2.5469 0.2698  0.082
H: 1.9124 0.8210 -0.6274  0.097
H: 0.9735 -0.3728 -0.0080  0.030
H: -1.9895 -0.9602 -1.5065  0.005
H: -0.4024 0.1006 -0.9674  0.201
O: -1.5726 -0.5877 -0.7053  -0.298
H: -0.5309 -1.7415 0.2012  -0.010
H: 0.0197 -2.7067 1.2919  0.044
O: 0.2865 -2.0392 0.6509  -0.095

Output
Total charge: 0


Most favorable structure: *i*. The second most favorable one is 24.9 kcal/mol above it.


*i*
DFT (ωB97M-V with the def2-TZVPD basis set) results for the ion C3H5O2S with charge -1.

Last column: Löwdin charge in e.
Atoms and positions in Å:
O: -0.6693 1.3855 2.1854  -0.105
C: -0.0728 1.3399 1.0798  -0.761
O: 0.4262 2.2834 0.4357  -0.076
C: -0.1174 -0.0904 0.4784  -0.238
C: 0.0439 -0.1270 -1.0352  -0.515
S: 0.5106 -1.8870 -1.5820  0.572
H: 0.5798 -0.6146 1.1398  0.100
H: -1.0944 -0.5434 0.6164  0.094
H: -0.8464 0.0465 -1.6346  0.049
H: 0.7771 0.6181 -1.3481  0.057
H: 0.4627 -2.4110 -0.3356  -0.177

Output
Total charge: -1


*ii*
DFT (ωB97M-V with the def2-TZVPD basis set) results for the ion C3H5O2S with charge -1.

Last column: Löwdin charge in e.
Atoms and positions in Å:
O: 1.2228 1.8454 -0.6682  -0.099
C: 0.7811 0.8517 -1.3178  -0.666
O: 0.4802 0.5526 -2.5733  -0.171
C: 0.4175 -0.4225 -0.4038  -0.256
C: -0.7807 0.0558 0.3991  -0.512
S: -1.0808 -1.1896 1.8685  0.527
H: 1.2704 -0.7188 0.2681  0.090
H: 0.0815 -1.3574 -1.0257  0.119
H: -1.6792 0.1284 -0.2213  0.068
H: -0.6483 1.0140 1.0080  0.076
H: -0.0645 -0.7595 2.6663  -0.177

Output
Total charge: -1


Most favorable structure: *i*. The second most favorable one is 10.1 kcal/mol above it.


*i*
DFT (ωB97M-V with the def2-TZVPD basis set) results for a cluster of 11 separate species, C6H35NO11 in total.

Last column: Löwdin charge in e.
Atoms and positions in Å:
C: -0.7390 -2.7294 2.2629  -0.098
C: -1.3166 -1.4639 1.6668  -0.261
C: -0.6611 -0.2022 2.2457  -0.203
C: 0.7809 0.0767 1.7991  -0.155
C: 1.2911 -0.4124 0.3847  -0.308
N: 2.6864 0.0527 0.3137  0.015
C: 0.3400 -0.1662 -0.8672  -0.220
O: 0.8941 0.7540 -1.7771  -0.093
H: 0.2506 -2.9918 1.9119  0.065
H: -1.5300 -3.4849 2.1291  0.080
H: -0.6356 -2.6636 3.3402  0.068
H: -2.4043 -1.4039 1.7988  0.112
H: -1.2143 -1.5299 0.5702  0.070
H: -0.6603 -0.2905 3.3390  0.108
H: -1.2175 0.7326 2.0054  0.086
H: 1.0931 1.0760 2.0917  0.104
H: 1.4801 -0.5226 2.4057  0.086
H: 1.4421 -1.4964 0.5011  0.120
H: 2.9800 1.0186 0.1293  0.058
H: 3.0691 -0.5559 -0.3927  0.040
H: 0.0216 -1.1415 -1.3172  0.074
H: -0.5022 0.4104 -0.4368  0.110
H: 1.6182 0.4275 -2.3177  0.092
O: -1.5340 -0.0708 -3.9038  -0.042
H: -2.1389 -0.3113 -3.1907  0.004
H: -1.7587 0.7321 -4.3701  0.043
O: -1.9583 3.2395 2.3165  -0.049
H: -1.4038 3.7532 1.7096  0.049
H: -1.6623 3.6436 3.1438  0.062
O: -3.5104 -0.3451 -1.2662  -0.072
H: -2.7201 0.0746 -0.9021  0.007
H: -4.1302 0.1368 -0.6980  0.033
O: 5.0533 -0.7090 -0.7338  -0.048
H: 4.8466 -1.3038 -0.0146  0.016
H: 4.7993 0.1952 -0.5419  0.029
O: 1.2099 -1.9309 -2.9619  -0.038
H: 0.6006 -1.1911 -3.0839  0.009
H: 1.7789 -1.6808 -2.2306  0.026
O: -1.6051 3.2318 -1.7038  -0.037
H: -1.6703 3.5764 -0.8181  0.004
H: -1.5173 2.2746 -1.7297  0.014
O: -3.6587 2.1051 0.1346  -0.048
H: -4.4832 2.5600 0.3471  0.064
H: -3.0283 2.5484 0.7213  -0.002
O: -1.6266 -1.8269 -1.6852  -0.096
H: -1.5314 -2.3245 -2.5080  0.076
H: -2.2504 -2.3120 -1.1366  0.066
O: 3.4865 -2.3314 1.8981  -0.065
H: 2.9439 -2.2735 2.6901  0.030
H: 3.6977 -1.4176 1.6597  0.003
O: 2.4909 2.6000 -0.8667  -0.066
H: 2.6610 3.4920 -1.1733  0.050
H: 1.5528 2.3717 -0.8884  0.026

Output
Total charge: 0


*ii*
DFT (ωB97M-V with the def2-TZVPD basis set) results for a cluster of 12 separate species, C6H35NO11 in total.

Last column: Löwdin charge in e.
Atoms and positions in Å:
C: 0.3457 2.2980 3.3764  0.043
C: -0.0319 1.0812 2.9831  -0.327
C: -1.4610 0.6484 3.3772  -0.184
C: -1.8386 -0.8664 3.1134  -0.101
C: 0.8186 0.0501 2.3834  -0.170
C: 0.6246 -0.5153 0.9986  -0.246
N: 1.6264 0.0977 0.0885  0.015
H: 1.3589 2.5600 3.1907  0.046
H: -0.1315 2.9411 4.0908  0.060
H: -2.2280 1.0330 2.6791  0.086
H: -1.5471 0.9368 4.4238  0.107
H: -1.8391 -1.0291 2.0563  0.031
H: -1.5534 -1.4344 3.9796  0.065
H: -2.9435 -0.8948 3.3402  0.083
H: 0.6038 -0.7512 3.1050  0.121
H: 1.8907 0.3181 2.4492  0.120
H: -0.3540 -0.4506 0.5064  0.080
H: 0.7994 -1.5899 0.9997  0.102
H: 1.1818 0.2041 -0.8084  0.026
H: 1.8884 1.0363 0.3998  0.079
O: 1.0986 4.5639 -0.7191  -0.072
H: 0.4532 4.7993 -1.3911  0.025
H: 1.2653 3.6190 -0.8431  0.006
O: -1.3862 -0.3683 -4.1857  -0.074
H: -1.3345 0.4817 -4.6805  0.073
H: -2.3392 -0.1700 -4.0535  0.021
O: -2.6599 2.6188 0.9192  -0.049
H: -2.2620 2.8915 0.0890  0.015
H: -2.5355 3.3852 1.4897  0.056
O: 1.6070 -2.4142 -3.2405  -0.066
H: 1.4594 -3.3311 -3.4684  0.033
H: 1.2310 -1.7684 -3.8374  0.003
O: 1.0896 0.1702 -3.1800  -0.057
H: 0.2360 0.0869 -3.6461  -0.008
H: 1.5020 0.9001 -3.6579  0.065
O: 0.1537 -3.5801 -1.2059  -0.062
H: 1.0688 -3.2722 -1.0920  0.028
H: 0.1685 -4.4041 -0.7027  0.045
O: 4.4429 -0.5757 1.2879  -0.063
H: 3.5123 -0.5648 1.0314  -0.017
H: 4.8587 0.2506 1.0309  0.053
O: -3.9206 -0.4734 -3.1370  -0.051
H: -4.4113 0.0696 -2.5000  0.066
H: -3.7808 -1.2835 -2.6274  0.051
O: -2.2841 -1.5905 -0.1951  -0.064
H: -1.4557 -2.0950 -0.1674  0.013
H: -2.9427 -2.2201 0.1220  0.049
O: -0.4148 2.0540 -0.9504  -0.050
H: -0.9149 1.7753 -0.1699  0.024
H: -0.4059 1.3780 -1.6373  0.030
O: 3.8616 -2.2611 -0.8815  -0.075
H: 3.7862 -1.4449 -0.3504  -0.017
H: 4.0430 -2.8998 -0.1825  0.030

Output
Total charge: 0


Most favorable structure: *i*. The second most favorable one is 3.2 kcal/mol above it.